Record 1
C3H10NO4 | wB97M-V/def2-TZVPD

Geometry as XYZ:
```
18
C3H10NO4 wB97M-V/def2-TZVPD
O 2.8801 0.1659 -0.0641
C 1.7420 0.3824 0.0601
O 1.0158 1.4344 0.5833
C 0.7034 -0.8189 -0.2590
C 0.2648 -0.7250 -1.7207
O -0.7049 -1.7299 -1.8442
N -0.6457 -0.4353 0.4508
H 1.7542 1.9946 1.0048
H 0.9711 -1.9145 -0.0098
H 1.2717 -0.6952 -2.4529
H -0.2799 0.2410 -1.9905
H -0.0988 -2.5167 -2.0421
H -0.5461 -0.7191 1.3853
H -0.9255 0.5529 0.6062
H -1.5367 -0.7964 0.0373
H -2.4175 1.2929 2.4414
H -1.7274 2.6441 1.8710
O -1.7205 1.6428 1.9429
```

Its relative energy (zero: lowest compared OMol25 entry of this formula, charge and spin) is 166.8 kJ/mol. As for the molar mass: 124.116 g mol⁻¹. The value obtained for the total energy is -475.7379 hartree. The gap between HOMO and LUMO comes out at 11.577 eV. The net charge is +1.

***

Record 2
C14H11CdN5O4S | wB97M-V/def2-TZVPD

Geometry as XYZ:
```
36
C14H11CdN5O4S wB97M-V/def2-TZVPD
Cd 1.7353 -0.2966 -0.0245
N -0.9340 2.5108 2.2465
C 0.1166 1.9086 1.6684
N 0.0045 0.7884 1.0213
C -1.2061 0.1354 0.9196
N -1.3698 -0.8751 0.1138
N -0.2381 -1.2720 -0.5123
C -0.2775 -1.8482 -1.6449
C 0.9889 -2.1555 -2.3295
C 1.0000 -2.7427 -3.5880
C 2.2056 -2.8500 -4.2646
C 3.3613 -2.3714 -3.6709
C 3.2746 -1.8323 -2.3942
N 2.1238 -1.7447 -1.7424
C -2.3281 0.6421 1.6964
C -3.5438 -0.0324 1.8144
C -4.5841 0.5302 2.5217
C -4.4334 1.7897 3.1020
C -3.2393 2.4708 2.9968
C -2.1733 1.8896 2.3141
H -0.8023 3.4000 2.6987
H 1.1129 2.3690 1.7135
H -1.2108 -2.0358 -2.1728
H 0.0769 -3.0953 -4.0291
H 2.2393 -3.2918 -5.2515
H 4.3139 -2.4124 -4.1788
H 4.1466 -1.4410 -1.8825
H -3.6473 -0.9956 1.3340
H -5.5192 -0.0038 2.6225
H -5.2594 2.2351 3.6399
H -3.1179 3.4475 3.4500
O 4.8666 1.5229 -0.0503
S 3.4933 1.4838 0.3685
O 3.0415 2.6303 1.1513
O 2.5639 1.3319 -0.8500
O 3.2193 0.2106 1.1930
```

Its relative energy (zero: lowest compared OMol25 entry of this formula, charge and spin) is 19.9 kJ/mol. As for the molar mass: 457.752 g mol⁻¹. The value obtained for the total energy is -1680.7842 hartree. The gap between HOMO and LUMO comes out at 7.135 eV.

***

Record 3
C36H76B4F16N4O2 | wB97M-V/def2-TZVPD

Geometry as XYZ:
```
138
C36H76B4F16N4O2 wB97M-V/def2-TZVPD
C -20.5758 -10.8382 -7.9397
C -20.9340 -12.0570 -8.7861
C -19.7428 -12.5657 -9.6054
C -19.8236 -14.0165 -10.1566
C -20.0154 -14.9763 -8.9700
C -21.2795 -14.6978 -8.2621
N -21.3603 -13.1514 -7.8945
O -21.7592 -12.8214 -6.8541
C -21.2305 -15.3826 -6.8611
C -22.5810 -15.1205 -8.9444
C -22.0914 -11.8971 -9.7394
H -20.2638 -9.9679 -8.5814
H -19.7429 -11.1373 -7.3345
H -21.3453 -10.5136 -7.2515
H -18.7674 -12.4763 -9.0097
H -19.7082 -11.8518 -10.4253
H -18.9480 -14.1956 -10.7459
H -20.6911 -14.0427 -10.8710
H -19.1128 -14.8949 -8.3369
H -19.9849 -16.0121 -9.2821
H -20.6547 -14.7630 -6.1901
H -20.7839 -16.3881 -7.0421
H -22.1242 -15.4775 -6.2686
H -22.4684 -16.1529 -9.1579
H -22.6351 -14.6779 -9.9672
H -23.4831 -14.8795 -8.3117
H -22.0108 -12.5597 -10.6448
H -22.0423 -10.9011 -10.1683
H -23.0417 -12.1222 -9.2429
C -12.6378 -11.8373 -4.3348
C -14.0340 -12.3340 -4.7881
C -14.2090 -12.7691 -6.2582
C -13.5940 -14.1360 -6.4706
C -14.3532 -15.1803 -5.6254
C -14.3185 -14.8509 -4.1477
N -14.6451 -13.4280 -3.9654
O -15.4063 -13.1329 -3.1155
C -12.9162 -14.9770 -3.5420
C -15.2198 -15.8027 -3.4771
C -15.0603 -11.1409 -4.5296
H -11.9084 -12.4535 -4.8707
H -12.6728 -11.9090 -3.2920
H -12.4549 -10.8169 -4.7442
H -13.6323 -12.0262 -6.8668
H -15.2046 -12.7201 -6.5320
H -12.5279 -14.1365 -6.3686
H -13.7575 -14.3905 -7.5198
H -13.8878 -16.1980 -5.7762
H -15.3757 -15.1330 -6.0032
H -13.1057 -15.2365 -2.4169
H -12.3174 -14.0772 -3.6229
H -12.3793 -15.8545 -3.9901
H -14.7969 -16.7388 -3.9050
H -16.2418 -15.7350 -3.8369
H -15.2712 -15.8043 -2.3780
H -16.1096 -11.5157 -4.7521
H -14.8450 -10.4146 -5.2982
H -14.8343 -10.6692 -3.5434
C -16.7606 -8.4140 -9.6313
C -16.4870 -9.9292 -9.3759
C -16.1438 -10.6383 -10.6742
N -15.3044 -11.8575 -10.5709
C -15.1649 -12.4147 -11.9605
C -14.3860 -11.5735 -12.9671
C -13.0352 -10.9881 -12.3111
C -13.2855 -10.4677 -10.8781
C -13.9466 -11.5267 -10.0279
C -15.9248 -12.8166 -9.6142
H -15.8738 -7.8171 -9.7027
H -17.4680 -7.9619 -8.9420
H -17.2680 -8.3280 -10.5651
H -17.3824 -10.3919 -9.0720
H -15.7685 -10.0848 -8.5666
H -15.7021 -9.8148 -11.2658
H -17.0333 -10.8540 -11.2314
H -16.1422 -12.5421 -12.3466
H -14.6485 -13.3733 -11.8237
H -15.0489 -10.7526 -13.3789
H -14.2081 -12.1821 -13.7938
H -12.5438 -10.1519 -12.8813
H -12.2727 -11.7354 -12.1998
H -13.8676 -9.5928 -10.8387
H -12.3876 -10.1306 -10.3937
H -13.9973 -11.2783 -9.0065
H -13.5038 -12.5159 -10.1047
H -16.8589 -13.1963 -10.0073
H -16.1145 -12.2859 -8.6785
H -15.1973 -13.6532 -9.6400
C -21.2009 -14.1153 -17.1315
C -19.9609 -14.0631 -16.1680
C -19.5701 -15.4162 -15.8504
N -18.5475 -15.5402 -14.6895
C -19.1979 -15.3385 -13.3247
C -20.1749 -16.4111 -13.0049
C -19.5281 -17.8072 -13.1604
C -18.9051 -17.9701 -14.5949
C -17.9491 -16.8530 -14.8265
C -17.4686 -14.5158 -14.6345
H -21.9487 -14.8224 -16.8453
H -20.7818 -14.3064 -18.0649
H -21.6136 -13.1004 -17.2183
H -20.3628 -13.5820 -15.2115
H -19.1729 -13.4866 -16.6450
H -19.2175 -15.9238 -16.7203
H -20.3401 -16.0821 -15.4960
H -19.6220 -14.3650 -13.3091
H -18.4022 -15.3705 -12.5681
H -21.0153 -16.2875 -13.6886
H -20.5459 -16.4284 -11.9612
H -20.1772 -18.6422 -12.9476
H -18.7728 -17.8079 -12.4245
H -19.6639 -18.0206 -15.3753
H -18.3564 -18.9644 -14.6309
H -17.4055 -16.8148 -15.7576
H -17.2157 -16.9502 -14.0032
H -16.7772 -14.7009 -13.8074
H -17.9925 -13.5594 -14.5535
H -16.9382 -14.5320 -15.5530
B -15.6208 -16.1250 -11.4434
F -14.6154 -15.4583 -10.7557
F -15.4601 -15.6920 -12.8253
F -15.4523 -17.4710 -11.1618
F -16.8529 -15.6134 -10.9969
B -18.9766 -11.1387 -13.1443
F -18.8432 -12.4087 -12.5137
F -20.2304 -10.8541 -13.6313
F -18.7059 -10.1280 -12.1336
F -18.0087 -11.1766 -14.1560
B -11.8250 -9.7895 -7.2593
F -11.2503 -9.5681 -5.9271
F -11.3327 -8.8994 -8.1699
F -11.6074 -11.1553 -7.7387
F -13.2664 -9.5892 -7.1067
B -17.7923 -13.2014 -6.3848
F -17.4696 -14.0649 -7.3866
F -17.2649 -11.8945 -6.6776
F -19.2244 -13.1391 -6.3184
F -17.3537 -13.6387 -5.1606
```

As for the molar mass: 944.246 g mol⁻¹. The value obtained for the total energy is -3484.7608 hartree. The gap between HOMO and LUMO comes out at 8.594 eV.

***

Record 4
C5H13N2 | wB97M-V/def2-TZVPD

Geometry as XYZ:
```
20
C5H13N2 wB97M-V/def2-TZVPD
C 1.6940 0.8154 0.7849
C 1.0209 0.0769 -0.1817
C 1.6838 -0.7734 -1.2459
C -1.2161 1.4929 -0.1614
C -0.4864 0.1559 -0.3366
N -1.0690 -0.9127 -1.0830
N -1.0280 -0.4937 1.4498
H 1.2576 1.3411 1.6099
H 2.7655 0.5950 0.9389
H 1.2603 -1.8723 -1.2703
H 2.7104 -0.9013 -0.9905
H 1.6595 -0.2078 -2.2390
H -2.2102 1.1891 0.0603
H -0.7742 1.9533 0.6852
H -1.1559 2.0980 -1.0262
H -0.5509 -1.7734 -1.2347
H -1.7706 -0.6184 -1.7431
H -0.7529 -1.4917 1.5522
H -1.9801 -0.2852 1.2758
H -0.7508 0.2054 2.2333
```

Its relative energy (zero: lowest compared OMol25 entry of this formula, charge and spin) is 277.7 kJ/mol. As for the molar mass: 101.173 g mol⁻¹. The value obtained for the total energy is -307.5158 hartree. The gap between HOMO and LUMO comes out at 9.911 eV. The net charge is +1.

***

> Which of these has the highest molar mass?

C36H76B4F16N4O2